Record 1
A molecular structure, C16H32IN2O4P2Pt at a distorted geometry. Source: the OMol25 dataset; level of theory: wB97M-V/def2-TZVPD.

```
58
Properties=species:S:1:pos:R:3:forces:R:3
C -0.238 -0.365 -7.073 -0.281 0.267 -0.663
I -0.630 -0.270 -4.972 0.104 -0.068 -0.607
H 0.838 -0.262 -7.210 0.116 -0.089 0.272
H -0.775 0.450 -7.560 0.001 -0.012 0.298
H -0.588 -1.332 -7.433 0.049 -0.135 0.270
Pt -0.189 -0.316 -1.163 2.041 -0.403 -0.071
P 0.118 1.955 -1.503 -0.122 1.611 0.617
C -1.470 2.792 -1.807 0.290 0.031 -0.099
C 0.757 2.828 -0.035 0.228 -0.122 -0.078
H 0.892 3.891 -0.279 -0.028 -0.247 0.068
H 1.315 3.543 -2.850 -0.007 -0.268 -0.169
H 1.719 2.382 0.244 -0.169 0.200 0.025
H 2.216 1.999 -2.682 -0.154 0.152 -0.089
H -2.163 2.561 -0.988 0.108 0.092 -0.192
H 0.054 2.741 0.805 0.171 -0.004 -0.346
C 1.230 2.448 -2.850 0.085 -0.118 0.187
H -1.294 3.875 -1.849 -0.185 -0.249 -0.052
H 0.833 2.098 -3.810 0.106 0.211 0.063
H -1.897 2.445 -2.754 -0.070 0.165 0.127
P 0.156 -2.638 -1.158 0.027 -1.421 0.620
C -1.395 -3.570 -1.344 0.171 0.093 0.003
C 1.284 -3.328 -2.404 0.046 0.276 0.043
H 1.787 -2.706 0.615 -0.131 -0.190 0.037
H 0.986 -4.303 0.389 -0.027 0.281 0.050
H 0.141 -2.980 1.252 0.163 -0.154 -0.229
C 0.834 -3.216 0.434 0.057 0.193 -0.089
H 2.262 -2.843 -2.311 -0.132 -0.167 -0.083
H 1.388 -4.410 -2.238 -0.045 0.283 -0.081
H -1.188 -4.642 -1.224 -0.119 0.266 -0.090
H -1.805 -3.379 -2.342 -0.067 -0.152 0.170
H 0.878 -3.143 -3.404 0.132 -0.123 0.105
H -2.107 -3.232 -0.581 0.105 -0.168 -0.260
C -1.981 -0.347 -1.728 -6.121 -0.286 -1.731
O -3.063 -0.384 -2.164 4.049 0.170 1.372
C -1.582 2.094 2.924 -0.221 0.087 -0.059
C -0.200 1.767 3.456 -0.458 -0.098 0.288
C 0.270 0.291 3.239 1.539 0.347 0.365
C 1.573 0.027 4.041 -0.085 -0.715 0.276
C 2.692 1.030 3.835 0.050 0.129 -0.400
C -0.801 -0.715 3.726 -1.528 -0.477 -2.680
O -0.850 -1.151 4.865 0.104 0.449 0.037
N -1.714 -1.143 2.763 0.629 0.051 2.086
C -1.671 -0.914 1.372 -0.692 0.409 -1.540
O -2.589 -1.297 0.639 1.913 0.677 2.022
N -0.535 -0.280 0.932 -0.563 -0.354 0.047
C 0.544 -0.020 1.744 1.967 -0.241 -1.099
O 1.698 -0.003 1.269 -3.073 0.153 1.020
H -1.653 1.957 1.837 -0.074 0.029 0.198
H -1.828 3.140 3.148 -0.006 -0.320 -0.028
H -2.328 1.451 3.402 -0.107 0.303 -0.106
H 0.551 2.432 3.004 0.027 -0.440 0.080
H -0.176 1.971 4.540 0.129 -0.172 -0.347
H 1.322 -0.073 5.105 -0.061 0.128 -0.141
H 1.934 -0.960 3.718 0.027 0.116 0.205
H 2.429 2.051 4.139 0.101 -0.293 0.038
H 3.557 0.697 4.416 -0.133 0.167 -0.110
H 2.945 1.012 2.770 0.278 0.294 0.465
H -2.491 -1.706 3.089 -0.156 -0.144 -0.013
```
Forces are in eV/Å.

## Properties
Orbital gap (spin up / spin down)   7.7 / 4.0 eV
LUMO level (spin up / spin down)   -0.3494 / -0.5181 hartree
⟨S²⟩   6.02
Energy   -58176.4342 eV
Spin multiplicity   5
Charge   +3

Record 2
A molecular structure, C16H32MoN4O. Source: the OMol25 dataset; level of theory: wB97M-V/def2-TZVPD.

```
54
Properties=species:S:1:pos:R:3:forces:R:3
Mo 0.108 -0.057 -0.033 0.360 0.228 -0.060
N -1.227 1.179 1.581 0.251 0.168 -0.066
C -0.499 1.109 2.874 -0.195 -0.067 0.074
C 0.014 -0.308 3.073 -0.061 -0.043 -0.057
N 0.745 -0.846 1.889 -0.026 0.052 -0.105
C 0.522 -2.323 1.761 0.039 0.003 0.016
C -0.855 -2.691 1.169 -0.050 0.135 0.013
N -1.404 -1.644 0.238 0.139 0.058 -0.165
C 2.207 -0.528 1.939 -0.023 -0.141 0.099
C 2.492 0.947 1.692 -0.068 0.021 -0.105
N 1.672 1.469 0.541 -0.002 -0.065 -0.048
H -1.432 2.152 1.347 0.073 -0.112 0.043
H -2.137 0.756 1.703 -0.277 -0.095 -0.002
H -1.159 1.363 3.704 0.092 0.034 0.056
H 0.304 1.840 2.864 -0.030 0.033 -0.014
H -0.840 -0.964 3.258 0.017 0.005 -0.008
H 0.662 -0.369 3.950 -0.059 0.006 0.040
H 0.640 -2.796 2.740 -0.004 -0.047 -0.035
H 1.307 -2.703 1.112 -0.004 0.028 -0.020
H -1.589 -2.885 1.949 0.014 0.040 0.017
H -0.730 -3.615 0.608 -0.050 -0.063 0.080
H -2.311 -1.314 0.551 -0.052 -0.138 0.034
H -1.582 -2.025 -0.695 0.069 -0.037 0.204
H 2.684 -1.128 1.165 -0.001 -0.001 -0.008
H 2.619 -0.835 2.905 0.054 0.030 -0.024
H 3.553 1.069 1.477 0.019 -0.005 0.054
H 2.277 1.551 2.570 0.027 -0.012 0.004
H 2.247 1.533 -0.301 0.014 -0.031 0.110
H 1.402 2.432 0.735 0.000 -0.089 -0.097
C -4.177 0.027 -1.140 -0.019 -0.002 0.034
C -3.437 -0.587 -2.326 -0.037 0.157 -0.074
C -4.251 -0.316 -3.601 0.050 -0.049 -0.006
C -2.013 -0.082 -2.508 0.018 -0.020 0.033
C -1.474 0.970 -1.724 -0.193 -0.207 -0.012
C -0.215 1.519 -2.011 0.067 -0.041 -0.080
C 0.568 1.000 -3.069 -0.020 -0.171 0.043
C 1.919 1.580 -3.367 0.033 0.007 -0.034
C 0.067 -0.085 -3.759 -0.063 0.070 0.021
C -1.200 -0.620 -3.484 0.010 0.128 0.017
H -5.146 -0.453 -1.015 0.002 -0.005 0.000
H -4.365 1.090 -1.303 0.004 -0.005 -0.018
H -3.647 -0.060 -0.185 0.010 -0.025 0.000
H -3.390 -1.676 -2.200 -0.024 -0.009 0.045
H -4.321 0.757 -3.785 0.006 0.005 0.005
H -5.260 -0.713 -3.499 -0.001 -0.003 0.002
H -3.791 -0.778 -4.473 -0.021 0.001 -0.009
H -2.123 1.491 -1.027 -0.005 0.016 -0.036
H 0.088 2.449 -1.541 -0.063 0.051 -0.052
H 2.696 1.077 -2.783 0.000 0.002 0.014
H 1.958 2.648 -3.149 -0.008 -0.002 0.009
H 2.185 1.445 -4.414 -0.005 0.000 0.001
H 0.651 -0.535 -4.553 0.041 0.080 -0.011
H -1.546 -1.456 -4.079 -0.057 0.036 -0.018
O 1.060 -1.053 -0.932 0.007 0.091 0.093
```
Forces are in eV/Å.

## Properties
Orbital gap (spin up / spin down)   7.7 / 7.7 eV
LUMO level (spin up / spin down)   -0.2321 / -0.2322 hartree
ΔE to the lowest compared entry with this formula, charge and spin   20.9 kJ/mol
Energy   -26962.5326 eV
Spin multiplicity   1
Charge   +2

Record 3
A single C16H32O molecule. Source: the OMol25 dataset; level of theory: wB97M-V/def2-TZVPD.

```
49
Properties=species:S:1:pos:R:3:forces:R:3
C 6.625 2.339 -0.402 -0.242 0.071 0.029
C 5.152 1.970 -0.280 0.232 -0.226 0.021
C 4.945 0.458 -0.342 -0.292 0.188 -0.140
C 3.475 0.039 -0.339 0.228 -0.049 0.285
C 2.768 0.323 0.986 -0.230 0.041 -0.304
C 1.322 -0.175 1.009 0.322 -0.118 0.158
C 1.214 -1.695 1.126 -0.254 0.216 0.058
C -0.232 -2.208 1.169 0.129 -0.244 -0.155
C -0.751 -2.734 -0.171 -0.029 0.145 0.014
C -0.873 -1.695 -1.286 -0.048 0.014 0.163
C -1.874 -0.571 -1.010 -0.031 -0.292 -0.077
C -3.313 -1.070 -0.885 0.020 0.295 -0.110
C -4.339 0.063 -0.860 0.157 -0.178 0.304
C -4.240 0.936 0.390 -0.171 0.069 -0.297
C -5.367 1.969 0.434 0.225 0.093 -0.077
C -6.712 1.323 0.581 0.239 -0.039 0.174
O -7.707 1.636 -0.009 -0.218 0.045 -0.142
H -6.726 0.502 1.327 -0.120 -0.098 0.047
H -5.234 2.615 1.307 -0.033 0.064 0.019
H -5.359 2.596 -0.459 -0.066 0.042 0.036
H -3.282 1.456 0.405 0.019 -0.029 0.113
H -4.294 0.304 1.280 0.083 -0.034 0.078
H -4.212 0.688 -1.747 -0.075 0.034 -0.070
H -5.343 -0.369 -0.906 -0.051 0.015 -0.095
H -3.421 -1.664 0.024 -0.046 -0.118 0.019
H -3.534 -1.719 -1.736 0.009 -0.113 0.017
H -1.821 0.143 -1.836 0.002 0.107 0.029
H -1.586 -0.044 -0.100 0.041 0.138 0.023
H -1.176 -2.212 -2.201 0.057 0.038 -0.072
H 0.109 -1.256 -1.474 0.079 -0.008 -0.099
H -0.076 -3.522 -0.515 -0.037 -0.076 0.027
H -1.726 -3.198 -0.008 -0.015 -0.104 -0.033
H -0.890 -1.420 1.540 -0.072 0.043 0.117
H -0.292 -3.034 1.882 -0.071 0.057 0.044
H 1.735 -2.170 0.294 0.093 -0.087 -0.026
H 1.729 -1.996 2.042 0.083 -0.018 -0.024
H 0.815 0.171 0.107 -0.122 0.074 -0.040
H 0.812 0.273 1.866 -0.108 0.010 -0.039
H 3.325 -0.146 1.801 0.061 0.026 0.095
H 2.766 1.400 1.163 0.071 0.024 0.082
H 2.951 0.558 -1.145 -0.061 -0.027 -0.081
H 3.426 -1.032 -0.549 -0.073 -0.024 -0.082
H 5.455 -0.010 0.504 0.086 -0.068 0.011
H 5.412 0.082 -1.256 0.095 -0.035 0.019
H 4.766 2.358 0.664 -0.089 0.062 -0.016
H 4.591 2.443 -1.089 -0.095 0.039 0.019
H 6.757 3.418 -0.351 0.111 0.089 -0.002
H 7.199 1.885 0.403 0.114 -0.030 0.066
H 7.030 1.989 -1.349 0.091 -0.025 -0.085
```
Forces are in eV/Å.

## Properties
Orbital gap   10.6 eV
LUMO level   0.0325 hartree
ΔE to the lowest compared entry with this formula, charge and spin   15.6 kJ/mol
Energy   -19158.9936 eV
Structure (SMILES)   CCCCCCCCCCCCCCCC=O
Spin multiplicity   1

Record 4
A molecular structure, C16H32O2OsP2 at a distorted geometry. Source: the OMol25 dataset; level of theory: wB97M-V/def2-TZVPD.

```
53
Properties=species:S:1:pos:R:3:forces:R:3
P 0.336 -2.590 1.586 1.936 -0.763 0.538
P -0.262 2.777 1.735 -0.116 -2.013 2.253
C -1.191 0.437 0.021 -1.192 1.219 0.636
C -0.233 1.718 0.280 -1.180 1.865 -0.090
H -2.044 0.330 -0.655 0.345 0.868 0.504
H -0.347 -0.861 -0.589 -1.339 -0.178 -0.267
H 0.873 1.544 0.018 -0.422 0.433 0.037
H -0.607 2.538 -0.379 0.770 -0.983 -0.413
C -1.965 3.306 1.836 -0.195 1.121 -0.281
H -2.196 3.945 2.714 0.249 -0.428 -0.486
H -2.602 2.401 1.836 0.424 0.301 0.040
H -2.181 3.874 0.911 -0.111 -0.122 0.459
C 1.193 3.876 1.748 -0.302 0.728 0.144
H 1.250 4.521 0.857 -0.334 -0.291 0.087
H 2.114 3.285 1.760 -0.302 -0.274 0.084
H 1.225 4.567 2.620 -0.339 -0.654 -0.382
C -0.974 -3.858 1.479 0.106 0.767 -0.609
H -0.926 -4.602 2.267 0.376 0.041 0.179
H -0.970 -4.349 0.515 -0.015 -0.131 -0.230
H -1.901 -3.310 1.582 -0.418 0.000 0.011
C 2.018 -3.329 1.253 -0.803 -0.030 -0.481
H 2.751 -2.602 1.582 0.074 0.169 0.121
H 2.151 -3.470 0.183 0.096 -0.190 -0.052
H 2.192 -4.277 1.768 -0.266 0.079 0.004
Os 0.406 -0.319 0.684 1.938 -2.843 1.264
C 0.606 1.422 -2.357 -1.442 0.438 -0.953
C -0.762 1.408 -2.348 1.440 1.613 -1.974
C -1.658 0.533 -3.187 0.068 -0.512 0.168
C -1.066 -0.906 -3.362 -0.589 0.158 -1.204
C -0.360 -1.507 -2.228 1.545 -0.617 0.912
C 0.993 -1.388 -1.955 -1.339 -1.223 -1.143
C 1.920 -0.719 -2.908 0.787 0.208 -0.008
C 1.476 0.701 -3.343 0.462 -0.289 -0.392
C 0.566 -2.271 3.332 -0.073 1.207 0.545
H 1.170 2.118 -1.738 -0.356 0.183 -0.238
H -1.294 2.299 -1.961 0.276 -0.846 0.192
H -1.932 0.924 -4.207 0.461 -0.143 1.027
H -2.611 0.439 -2.635 0.197 0.086 -0.354
H -1.931 -1.567 -3.568 0.594 0.298 -0.325
H -0.360 -0.891 -4.215 -0.637 -0.177 0.247
H -0.961 -2.181 -1.610 0.198 0.032 -0.038
H 1.443 -2.072 -1.229 -0.216 0.267 -0.103
H 2.014 -1.324 -3.843 0.112 0.152 0.815
H 2.908 -0.670 -2.407 -0.411 -0.043 -0.556
H 2.417 1.277 -3.473 -0.760 -0.160 -0.134
H 0.967 0.639 -4.327 0.394 0.209 0.593
H 1.236 -1.368 3.213 -0.173 -1.058 0.967
H 0.975 -3.109 3.957 -0.358 0.879 -0.642
H -0.385 -1.870 3.727 0.433 -0.461 0.234
O -1.252 1.606 4.855 0.042 -2.091 -1.089
C -0.928 1.038 3.859 -0.886 2.466 0.589
O -0.072 1.793 3.009 1.035 0.257 -1.137
H -1.228 0.095 3.335 0.215 0.475 0.931
```
Forces are in eV/Å.

## Properties
Orbital gap (spin up / spin down)   6.8 / 6.5 eV
LUMO level (spin up / spin down)   -0.2251 / -0.3035 hartree
ΔE to the lowest compared entry with this formula, charge and spin   437.6 kJ/mol
⟨S²⟩   6.03
Energy   -42225.8380 eV
Spin multiplicity   5
Charge   +2